# 1
C38H35ClN2Si2Tb | ωB97M-V with the def2-TZVPD basis set

Structure (XYZ):
```
79
Properties=species:S:1:pos:R:3:forces:R:3:lowdin_spin:R:1
C -3.516486 -2.324481 -0.247842 -0.065 0.016 0.698 -0.0002
C 7.958195 -0.909528 -1.798660 -0.041 0.014 0.010 -0.0013
C 2.829777 0.060238 -2.182094 0.029 0.905 -0.928 -0.0370
H 3.161007 -2.580805 1.655745 -0.111 0.018 0.124 0.0046
H 5.177465 -0.575543 1.788903 0.246 -0.093 -0.011 0.0001
Cl -0.557328 -1.657506 -3.859072 -0.488 -0.540 -0.352 -0.0011
C 5.523872 0.643339 -5.119947 0.261 0.091 -0.476 -0.0008
H -2.422020 -1.970979 -2.100993 -0.016 0.041 0.406 0.0007
C -1.132575 -1.488964 0.906683 -0.698 -0.150 -0.139 0.0002
H 2.812559 -1.273115 -5.934197 0.262 0.132 -0.025 -0.0008
C 8.143333 -2.993122 1.112022 -0.010 0.076 -0.047 0.0003
C 3.694678 -0.635358 -6.042471 0.290 0.316 -0.577 -0.0016
C 5.900255 1.042270 -6.407794 -0.274 -0.142 -0.071 0.0025
C -2.216679 -1.908156 1.747692 0.912 0.366 -0.062 -0.0003
C -1.451010 1.250961 -1.964481 0.448 0.604 -0.203 0.0015
H 5.477947 0.880612 -8.531329 -0.094 -0.078 0.343 0.0000
H 2.962077 1.146470 -2.268287 -0.268 -0.617 0.018 0.0024
H 1.338505 2.322824 -3.497727 -0.203 -0.180 0.204 0.0001
C 0.617504 2.092542 -1.371393 -0.697 0.099 -0.145 -0.0121
C 5.178869 0.585968 -7.523227 -0.014 -0.035 0.401 0.0008
C 2.830067 -2.853462 -2.041351 0.198 -0.433 2.205 -0.1953
C 4.437852 -0.214714 -4.932806 -0.818 -0.076 0.800 -0.0123
H 8.603971 -0.241686 -1.226906 -0.130 -0.198 -0.178 0.0001
C 3.552326 -0.709398 -1.183926 -0.531 -0.144 1.645 -0.2552
H 7.967057 -3.952899 -3.328679 -0.073 0.272 0.088 -0.0001
H 1.420906 2.546723 -0.788381 -0.231 -0.221 -0.183 -0.0003
C 6.268586 -2.628096 -3.201273 0.307 -0.079 -0.036 -0.0022
C 7.317736 -0.864578 1.898411 -0.153 0.069 -0.003 0.0003
H 1.961007 -1.112338 0.746740 -0.305 -0.048 0.015 -0.0004
H -4.264282 -2.591218 1.766465 0.150 0.024 -0.186 0.0000
H -0.969395 1.714654 0.180325 0.204 -0.228 -0.366 0.0000
C 0.251263 -1.046668 2.866149 -0.283 -0.040 -0.803 0.0001
C 8.387580 -1.735144 1.671782 -0.321 -0.165 -0.120 -0.0001
Si 4.041125 -3.018251 0.543842 0.210 3.522 0.681 0.0144
C 8.455232 -2.116819 -2.294590 -0.225 0.040 -0.012 -0.0038
C 5.767721 -2.496445 0.979298 0.206 0.136 0.080 0.0045
C 2.224714 -0.785554 -3.340771 -1.864 1.522 0.515 0.2554
H 1.790231 -0.287605 -4.207685 0.255 -0.107 0.266 0.0044
C 3.370229 -2.126427 -0.974990 -0.791 -1.069 -0.658 0.0777
H -2.833376 -2.224176 3.794241 0.339 0.112 -0.130 0.0000
C -0.639557 1.644915 -0.858901 0.124 0.598 -0.614 -0.0048
C 7.600398 -2.988722 -2.973725 -0.057 0.100 0.015 -0.0037
N 1.112339 -0.561397 0.593331 0.478 0.021 0.139 -0.0036
C 4.070277 -0.246080 -7.336878 0.050 -0.006 0.189 0.0004
C 6.844537 -3.370118 0.761472 0.056 0.298 0.028 0.0004
H 6.102129 0.996754 -4.261379 -0.119 -0.161 -0.305 0.0001
H 5.606956 -3.320824 -3.730052 0.212 0.220 0.062 -0.0004
C -3.424452 -2.304059 1.134634 -0.129 -0.077 -0.692 0.0010
C -2.403820 -1.940094 -1.006825 1.243 0.329 0.412 0.0016
H 6.252598 0.378037 -1.579762 0.106 -0.229 -0.178 0.0004
H 1.202498 -0.721160 3.293141 -0.310 -0.083 -0.085 0.0000
H -4.417769 -2.622224 -0.777096 0.119 0.015 0.259 0.0000
N -1.247239 -1.521715 -0.460832 -0.916 -0.472 -0.169 -0.0038
H 2.524088 -2.785202 -4.217884 -0.238 0.370 0.375 0.0049
H 8.973809 -3.676067 0.925765 -0.239 0.178 0.092 0.0000
H 4.001016 -4.352208 0.432362 -0.312 -3.365 -0.598 -0.0010
Tb 0.529900 -0.445927 -1.917209 -4.082 -0.568 2.484 6.1311
H 3.493034 -0.596617 -8.195919 0.216 0.124 0.265 -0.0001
C 2.634688 -2.197435 -3.303084 0.290 0.071 -1.159 0.0733
C 6.012342 -1.246917 1.572506 0.474 -0.172 -0.109 0.0003
C 6.622754 -0.559007 -2.008532 0.458 -0.169 -0.049 -0.0038
Si 3.988821 -0.877413 -3.163134 9.422 -1.213 -5.212 -0.0051
H 2.664562 -3.930885 -1.951309 0.081 0.352 -0.117 -0.0103
C -0.699265 1.450514 -3.162180 -0.158 0.743 0.506 -0.0008
H 9.500902 -2.384066 -2.132527 -0.325 0.058 -0.039 -0.0002
H -2.494385 0.936624 -1.912039 0.475 -0.054 -0.021 0.0001
H 7.497193 0.120839 2.332129 -0.026 -0.301 -0.069 0.0000
H -1.061129 1.288995 -4.176667 0.182 -0.055 0.400 0.0000
H 6.658236 -4.346058 0.307457 0.151 0.243 0.136 0.0000
H 1.398062 0.396455 0.809780 -0.322 -0.159 0.044 0.0002
H 9.406330 -1.435920 1.928266 -0.350 -0.100 -0.064 0.0000
C -2.010816 -1.897868 3.152347 0.364 0.082 0.267 0.0002
C -0.797579 -1.501361 3.693167 -0.654 -0.219 -0.002 -0.0002
C 5.791959 -1.394848 -2.758791 -0.814 0.057 0.789 -0.0032
H -0.646626 -1.535332 4.772257 -0.089 0.039 -0.301 0.0000
H 4.193678 -0.163490 -0.491254 -0.164 -0.007 -0.301 -0.0092
C 0.573920 1.979579 -2.799919 -0.577 0.069 0.256 -0.0082
C 0.074501 -1.018085 1.492830 0.038 -0.102 0.555 -0.0007
H 6.757840 1.703743 -6.543913 -0.270 -0.189 0.027 0.0001
```
Positions in Å, forces in eV/Å.

Computed properties:
Spin multiplicity: 7
Charge: +1
Largest force on an atom in eV/A: 10.8
Energy relative to the best compared isomer or geometry (same formula, charge and spin) in kJ/mol: 269.59
⟨S²⟩: 12.972
DFT total energy in Ha: -3441.82629
Gap between HOMO and LUMO (alpha / beta) in hartree: 0.2396 / 0.2065



# 2
C4H5NOS | ωB97M-V with the def2-TZVPD basis set

Structure (XYZ):
```
12
Properties=species:S:1:pos:R:3:forces:R:3:nbo_charge:R:1
H 2.423758 1.985233 0.520072 -1.266 -0.674 -0.044 0.1623
N 1.018274 0.062977 -0.862116 1.736 1.892 2.058 -0.6613
C 0.744914 -0.899427 0.151644 -1.457 1.011 -1.323 -0.0524
H -1.819097 -1.170648 -1.104761 -0.770 -0.414 -0.002 0.2241
H -2.385034 0.204486 -0.073885 1.153 -0.801 0.007 0.2343
C -1.494479 -0.403862 -0.422294 -1.069 1.156 -0.322 -0.5811
O 0.342538 2.194228 0.662323 1.079 -0.446 0.032 -0.4715
S -0.398185 0.577856 -1.513741 -1.153 0.048 -0.855 0.4475
C -0.534398 -1.030705 0.505745 0.692 -0.370 0.893 -0.2555
C 1.335219 1.641232 0.369712 0.203 -0.589 -1.211 0.5160
H -0.766728 -1.622385 1.381637 -0.460 -0.238 -0.301 0.2265
H 1.533217 -1.538985 0.385664 1.312 -0.575 1.068 0.2112
```
Positions in Å, forces in eV/Å.

Computed properties:
Largest force on an atom in eV/A: 3.3
Energy relative to the best compared isomer or geometry (same formula, charge and spin) in kJ/mol: 366.82
DFT total energy in Ha: -683.46820
Gap between HOMO and LUMO in hartree: 0.2951



# 3
C10H22Cl4N2O2 | ωB97M-V with the def2-TZVPD basis set

Structure (XYZ):
```
40
Properties=species:S:1:pos:R:3:forces:R:3:nbo_charge:R:1
H -2.639260 -3.316949 0.391168 -0.300 -0.202 0.009 0.1957
C -1.358320 5.051032 3.489998 -0.758 0.699 -0.864 -0.6934
C -0.696540 1.157902 0.875598 1.095 -0.990 -0.506 -0.4084
H -1.698950 5.640492 2.638758 -0.587 0.107 0.110 0.1940
C 1.146000 -0.593599 -2.985362 -0.544 0.505 1.184 -0.3873
H -0.110760 -4.350438 -3.332312 0.152 0.339 0.166 0.2485
H -2.022980 4.196001 3.613498 0.303 -0.149 -0.172 0.2440
H -2.162160 -4.857378 1.224958 -0.226 0.265 0.117 0.2054
C -0.199630 -4.192519 -1.182092 2.766 2.090 0.992 0.6656
H -0.278310 -0.920858 0.203998 0.302 0.082 0.335 0.2454
H -1.055060 -3.471448 1.077608 -0.023 -0.145 0.177 0.2452
H 1.166360 0.494701 -2.928022 -0.588 0.081 -0.781 0.2193
H -0.549080 1.609642 -0.105362 -0.588 -0.130 -0.169 0.2181
Cl -0.224020 -1.305648 -3.923062 0.413 0.626 0.634 -0.0642
H -1.974020 -0.547409 0.414298 0.034 0.165 -0.120 0.2137
C 2.426830 -1.090789 -3.467492 1.338 -0.903 -0.307 -0.4041
C 0.041230 4.642522 3.149858 0.065 -1.073 2.094 0.6651
H 0.289070 1.264092 1.328808 -0.226 0.262 0.581 0.2208
H -1.499600 5.649601 4.389918 0.631 -0.010 0.001 0.2392
Cl -1.056220 -0.953389 2.485838 0.331 -0.441 0.083 -0.0569
H 1.134700 -0.855219 -1.927292 -0.779 -0.694 -0.034 0.2377
H 1.852270 3.423121 1.818568 0.530 0.145 0.060 0.2185
H -1.724510 -5.374099 -1.026412 -0.337 0.310 0.262 0.3889
H 1.108970 -5.241748 -2.412242 0.034 0.046 -0.212 0.2412
H 1.886790 4.474201 0.382628 -0.577 -0.125 -0.098 0.1956
C -1.843630 -4.037258 0.581498 0.079 0.772 1.479 -0.4290
O 0.695060 3.995641 3.975118 -0.034 0.599 -1.177 -0.6331
H 3.240010 -0.815899 -2.795722 -0.243 -0.305 0.319 0.2285
Cl -1.942340 2.011152 1.775828 -0.032 0.279 -0.087 -0.0350
C 1.799300 4.454162 1.468928 -0.356 0.029 -0.095 -0.4176
H 2.388120 -2.166348 -3.640002 0.149 0.037 0.364 0.2295
H -0.044520 5.425381 1.206908 -0.279 -0.062 0.638 0.4000
C 0.060660 -4.943989 -2.434302 1.025 -0.344 -1.049 -0.7102
N 0.501240 4.971462 1.925378 1.144 0.047 -1.136 -0.6172
H -0.531230 -5.845858 -2.590482 -0.125 -0.004 0.387 0.2084
O 0.580720 -3.337678 -0.670332 -1.389 -1.264 -1.535 -0.6890
C -0.979180 -0.351119 0.814148 -0.892 0.677 -0.166 -0.3950
N -1.300030 -4.566388 -0.593372 -1.634 -1.693 -0.855 -0.5731
H 2.650810 5.065992 1.766758 -0.084 -0.183 0.671 0.2031
Cl 2.922220 -0.391069 -4.986192 0.214 0.554 -1.300 -0.0580
```
Positions in Å, forces in eV/Å.

Computed properties:
Largest force on an atom in eV/A: 3.6
Structure (SMILES): CNC(C)=O.CNC(C)=O.ClCCCl.ClCCCl
DFT total energy in Ha: -2494.99739
Gap between HOMO and LUMO in hartree: 0.3636